Record 1
46
Properties=species:S:1:pos:R:3:lowdin_charge:R:1 method="wB97M-V/def2-TZVPD" e_above_lowest_ev=2.258 total_charge=+1 homo_energy_ha=-0.3977 lumo_energy_ev=-2.3
C -0.18496 -1.16859 -2.47657 -0.07
C -1.52947 -1.89005 -2.43596 -0.21
C -2.64821 -1.01374 -1.87502 -0.13
N -2.33923 -0.50899 -0.51048 -0.10
C -3.10570 0.73104 -0.14774 -0.10
C -2.17059 1.75573 0.26809 0.02
C -1.34854 2.57021 0.58583 0.05
C -0.21064 3.45087 0.78836 -0.18
O 0.81677 3.10646 -0.11584 -0.03
C 1.39628 1.86701 -0.01777 -0.27
C 1.21484 0.97721 1.02907 -0.04
C 1.86698 -0.25158 1.03074 -0.03
C 2.69848 -0.61103 -0.02149 -0.30
O 3.36016 -1.79139 -0.12892 -0.08
C 3.37889 -2.66479 0.97631 -0.08
C 2.86921 0.28824 -1.08053 0.00
C 2.23188 1.50527 -1.07754 0.01
C -2.46489 -1.56207 0.52774 -0.13
C -1.78203 -1.16836 1.83382 -0.22
C -1.86809 -2.30879 2.84305 -0.08
H 0.53135 -1.76455 -3.03382 0.09
H -0.27176 -0.20569 -2.97467 0.09
H 0.24182 -1.01281 -1.48580 0.06
H -1.82012 -2.16171 -3.45127 0.13
H -1.43534 -2.82066 -1.87527 0.11
H -3.59422 -1.55808 -1.83967 0.14
H -2.76345 -0.15011 -2.53371 0.14
H -1.34538 -0.23253 -0.53777 0.15
H -3.81952 0.50538 0.64730 0.14
H -3.66790 1.08115 -1.01718 0.14
H -0.48689 4.47961 0.53850 0.15
H 0.12822 3.41701 1.83289 0.14
H 0.58991 1.22571 1.87368 0.11
H 1.73184 -0.90624 1.87807 0.10
H 3.76702 -2.17075 1.87141 0.10
H 4.04580 -3.47783 0.69672 0.10
H 2.38394 -3.07290 1.18633 0.09
H 3.52268 0.00638 -1.88947 0.13
H 2.37674 2.20933 -1.88032 0.13
H -2.00056 -2.47450 0.15041 0.13
H -3.52687 -1.76298 0.68864 0.15
H -2.24500 -0.27777 2.26050 0.12
H -0.73361 -0.93789 1.63325 0.09
H -2.90367 -2.54979 3.06783 0.08
H -1.38172 -3.20290 2.46154 0.08
H -1.37888 -2.02366 3.76919 0.08

Record 2
22
Properties=species:S:1:pos:R:3:lowdin_charge:R:1 method="wB97M-V/def2-TZVPD" e_above_lowest_ev=4.076 total_charge=+1 homo_energy_ha=-0.4189 lumo_energy_ev=-3.5
C -2.77234 1.14593 -0.53936 0.11
C -1.78869 1.53406 0.06701 -0.23
C 1.68530 0.11078 -2.03320 -0.16
C -0.79827 -1.71082 -0.90686 -0.20
C 1.54031 -1.41419 0.82636 -0.20
C -0.51450 1.61408 0.63534 -0.28
N -0.51726 1.54839 2.10430 0.11
Si 0.73001 -0.68880 -0.59900 0.79
H -3.55078 0.63530 -1.09298 0.05
H 2.32466 -0.56308 -2.48680 0.01
H 0.97060 0.53176 -2.74691 0.04
H 2.06749 1.09368 -1.64015 0.05
H -1.48753 -1.67230 0.04354 0.09
H -1.31911 -1.39594 -1.73913 -0.01
H -0.52032 -2.77035 -1.16533 0.07
H 2.44443 -0.97944 1.15901 0.03
H 0.85038 -1.34137 1.67028 0.04
H 1.82409 -2.40521 0.77825 0.03
H 0.33835 2.11822 0.15172 0.09
H -1.31112 2.15200 2.48663 0.19
H -0.63445 0.58647 2.45627 0.14
H 0.43876 1.87083 2.57100 0.22

Record 3
46
Properties=species:S:1:pos:R:3:lowdin_charge:R:1 method="wB97M-V/def2-TZVPD" e_above_lowest_ev=1.069 homo_energy_ha=-0.3144 lumo_energy_ev=-0.5
C 0.24943 1.96057 -3.19257 -0.04
C 1.19510 1.71260 -2.06152 -0.26
C 2.34839 0.95187 -2.24959 -0.01
C 3.21436 0.67673 -1.21188 0.01
C 2.97488 1.16934 0.07220 -0.21
O 3.73735 0.89415 1.15321 -0.01
C 4.45383 -0.32222 1.17769 -0.08
C 3.57242 -1.48808 0.83530 -0.24
C 3.84366 -2.76786 0.44128 0.01
C 2.59358 -3.38205 0.20931 0.03
C 1.64127 -2.43232 0.47290 -0.16
C 0.17590 -2.48301 0.31443 -0.39
O -0.38810 -3.48410 -0.07606 0.09
N -0.42260 -1.29584 0.62366 0.16
C -1.76984 -0.94168 0.54491 -0.20
C -2.12298 0.34818 0.94414 -0.01
C -3.43967 0.75683 0.89493 -0.03
C -4.42960 -0.10966 0.43815 -0.15
C -5.86562 0.27762 0.35103 -0.52
N -6.27322 1.19761 1.26352 0.16
O -6.62515 -0.18498 -0.47459 0.06
C -4.06508 -1.38565 0.01723 0.00
C -2.75292 -1.80941 0.07468 0.01
O 2.24221 -1.28129 0.86464 0.08
C 1.82547 1.95409 0.25657 -0.08
N 1.48596 2.45962 1.55538 -0.34
O 2.37101 2.73466 2.33011 0.12
O 0.29560 2.56925 1.79621 0.05
C 0.94984 2.20728 -0.79453 0.04
H -0.47610 2.72573 -2.93255 0.08
H -0.29012 1.04475 -3.43264 0.09
H 0.79018 2.27225 -4.08374 0.08
H 2.56598 0.55797 -3.23119 0.12
H 4.08473 0.06723 -1.39776 0.12
H 4.81959 -0.39825 2.20769 0.15
H 5.32349 -0.29963 0.50684 0.14
H 4.81154 -3.21134 0.33113 0.12
H 2.40773 -4.38389 -0.11673 0.12
H 0.18324 -0.56250 0.96819 0.14
H -1.36622 1.03334 1.29884 0.09
H -3.68274 1.76739 1.18857 0.11
H -5.69267 1.47984 2.03189 0.09
H -7.24710 1.45119 1.27709 0.11
H -4.83547 -2.04406 -0.35401 0.12
H -2.48196 -2.80283 -0.24059 0.10
H 0.07043 2.80058 -0.59176 0.13

What did the second record say?
22
Properties=species:S:1:pos:R:3:lowdin_charge:R:1 method="wB97M-V/def2-TZVPD" e_above_lowest_ev=4.076 total_charge=+1 homo_energy_ha=-0.4189 lumo_energy_ev=-3.5
C -2.77234 1.14593 -0.53936 0.11
C -1.78869 1.53406 0.06701 -0.23
C 1.68530 0.11078 -2.03320 -0.16
C -0.79827 -1.71082 -0.90686 -0.20
C 1.54031 -1.41419 0.82636 -0.20
C -0.51450 1.61408 0.63534 -0.28
N -0.51726 1.54839 2.10430 0.11
Si 0.73001 -0.68880 -0.59900 0.79
H -3.55078 0.63530 -1.09298 0.05
H 2.32466 -0.56308 -2.48680 0.01
H 0.97060 0.53176 -2.74691 0.04
H 2.06749 1.09368 -1.64015 0.05
H -1.48753 -1.67230 0.04354 0.09
H -1.31911 -1.39594 -1.73913 -0.01
H -0.52032 -2.77035 -1.16533 0.07
H 2.44443 -0.97944 1.15901 0.03
H 0.85038 -1.34137 1.67028 0.04
H 1.82409 -2.40521 0.77825 0.03
H 0.33835 2.11822 0.15172 0.09
H -1.31112 2.15200 2.48663 0.19
H -0.63445 0.58647 2.45627 0.14
H 0.43876 1.87083 2.57100 0.22